Record 1
DFT (the ωB97M-V functional and the def2-TZVPD basis) results for the molecule C3H6BNO2.

Geometry (Å):
C 2.43 0.61 -0.10
O 1.13 1.36 0.13
C -0.19 1.06 0.09
B -1.67 1.78 -0.19
N -2.57 0.74 -0.03
C -1.95 -0.49 0.16
O -0.51 -0.33 0.04
H 3.24 1.33 -0.40
H 2.32 -0.11 -0.93
H 2.79 0.19 0.89
H -3.57 0.62 -0.18
H -2.13 -1.03 1.04
H -2.35 -1.23 -0.53

Values from the calculation:
ΔE to the lowest compared entry with this formula, charge and spin: 159.7 kcal per mole
HOMO (alpha / beta): -6.08 / -7.69 eV
SMILES: COC1=BNCO1
LUMO level (alpha / beta): 0.000 / 0.029 Ha
HOMO-LUMO gap (alpha / beta): 0.2235 / 0.3115 Ha

=====

Record 2
DFT (the ωB97M-V functional and the def2-TZVPD basis) results for the molecule C5H6N2.

Geometry (Å):
C 0.53 1.12 0.40
C 0.74 -0.11 1.37
C 0.87 -1.24 0.39
N -0.18 -1.64 -0.13
C -1.02 -1.20 -1.01
C -0.75 0.15 -1.50
N -0.02 1.05 -0.95
H 1.48 1.65 0.31
H -0.16 1.79 0.94
H 1.65 0.06 1.96
H -0.11 -0.24 2.05
H -1.84 -1.82 -1.37
H -1.20 0.43 -2.46

Values from the calculation:
ΔE to the lowest compared entry with this formula, charge and spin: 81.2 kcal per mole
HOMO (alpha / beta): -8.33 / -8.33 eV
LUMO level (alpha / beta): 0.005 / 0.005 Ha
HOMO-LUMO gap (alpha / beta): 0.3108 / 0.3108 Ha

=====

Record 3
DFT (the ωB97M-V functional and the def2-TZVPD basis) results for a structure of composition C23H34F2N2OPRu.

Geometry (Å):
Ru -0.35 0.44 -1.17
C -1.99 -2.43 -3.77
C -0.88 -1.96 -2.91
O -1.13 -1.26 -1.86
N 0.37 -2.27 -3.20
C 1.46 -1.99 -2.28
C 2.08 -0.63 -2.51
C 3.22 -0.48 -3.27
C 3.76 0.78 -3.47
C 3.16 1.88 -2.87
C 2.02 1.68 -2.12
N 1.47 0.45 -1.94
H -2.93 -1.99 -3.44
H -2.07 -3.52 -3.70
H -1.80 -2.17 -4.81
H 0.56 -2.76 -4.06
H 2.20 -2.78 -2.35
H 1.05 -2.02 -1.27
H 3.68 -1.36 -3.70
H 4.66 0.90 -4.07
H 3.55 2.88 -2.99
H 1.53 2.51 -1.65
C -2.49 -1.57 1.18
C -2.29 -0.09 1.51
C -2.65 0.16 2.97
C -3.08 0.78 0.52
P -0.50 0.32 1.26
C 0.49 -0.87 2.14
C 0.88 -0.60 3.45
C 1.63 -1.53 4.15
C 2.00 -2.73 3.55
C 1.61 -3.01 2.24
C 0.85 -2.08 1.54
C 0.09 2.05 1.58
C -0.38 2.85 0.37
C -0.38 2.75 2.86
C 1.63 1.98 1.55
H -3.55 -1.80 1.30
H -1.95 -2.21 1.88
H -2.22 -1.83 0.17
H -3.73 0.00 3.08
H -2.45 1.18 3.31
H -2.14 -0.54 3.63
H -4.11 0.43 0.46
H -2.68 0.70 -0.51
H -3.11 1.83 0.80
H 0.60 0.32 3.95
H 1.92 -1.33 5.17
H 2.56 -3.46 4.11
H 1.89 -3.95 1.78
H 0.50 -2.33 0.55
H -1.44 3.11 0.38
H -0.21 2.31 -0.59
H 0.19 3.77 0.26
H -1.46 2.89 2.89
H 0.08 3.74 2.87
H -0.06 2.25 3.77
H 2.01 1.46 0.66
H 2.03 1.47 2.42
H 2.03 2.99 1.55
F -0.90 2.78 -2.65
C -1.38 1.54 -2.59
F -0.94 0.84 -3.64
H -2.47 1.55 -2.49

Values from the calculation:
HOMO: -18.05 eV
LUMO level: -0.432 Ha
charge: +3
HOMO-LUMO gap: 0.2310 Ha

=====

Record 4
DFT (the ωB97M-V functional and the def2-TZVPD basis) results for the molecule C18H22BrN5O3S.

Geometry (Å):
N 4.97 0.96 -2.87
C 3.64 0.88 -3.03
N 3.08 1.64 -3.97
C 1.77 1.62 -4.14
C 0.93 0.81 -3.39
Br -0.94 0.79 -3.69
C 1.49 0.00 -2.40
C 2.85 0.05 -2.21
S 3.59 -0.90 -0.91
O 4.86 -1.40 -1.34
O 2.61 -1.83 -0.41
N 3.93 0.30 0.21
C 2.82 0.78 1.00
C 2.42 -0.16 2.15
C 1.13 0.34 2.80
O 1.17 0.95 3.85
N -0.03 0.11 2.15
C -0.22 -0.62 0.91
C -1.28 -1.72 1.13
N -2.52 -1.19 1.63
C -3.47 -0.69 0.75
C -3.26 -0.59 -0.63
C -4.25 -0.13 -1.48
C -5.49 0.24 -0.98
C -5.72 0.13 0.38
C -4.74 -0.33 1.23
C -2.29 -0.50 2.89
C -1.27 0.63 2.69
H 5.49 1.46 -3.57
H 5.42 0.22 -2.33
H 1.38 2.26 -4.91
H 0.89 -0.67 -1.80
H 4.75 0.07 0.75
H 3.08 1.76 1.40
H 1.99 0.91 0.30
H 3.19 -0.13 2.91
H 2.32 -1.18 1.78
H 0.70 -1.08 0.57
H -0.59 0.08 0.15
H -1.45 -2.28 0.21
H -0.89 -2.42 1.88
H -2.31 -0.86 -1.07
H -4.04 -0.05 -2.53
H -6.26 0.61 -1.64
H -6.69 0.39 0.79
H -4.96 -0.44 2.28
H -3.21 -0.08 3.28
H -1.90 -1.23 3.61
H -1.03 1.11 3.64
H -1.68 1.37 1.99

Values from the calculation:
ΔE to the lowest compared entry with this formula, charge and spin: 3.3 kcal per mole
HOMO: -7.80 eV
SMILES: Nc1ncc(Br)cc1S(=O)(=O)NCCC(=O)N1CCN(c2ccccc2)CC1
LUMO level: 0.004 Ha
HOMO-LUMO gap: 0.2903 Ha

=====

Record 5
DFT (the ωB97M-V functional and the def2-TZVPD basis) results for the molecule C6H10O3.

Geometry (Å):
C 1.06 1.21 1.06
C 0.73 -0.20 0.20
C 1.99 -0.84 -0.28
C -0.30 0.27 -0.86
C -1.55 0.76 -0.44
O -1.89 1.89 -0.42
C -2.67 -0.28 0.17
O -3.72 0.00 0.41
O -2.28 -1.55 0.28
H 0.34 1.56 1.36
H 1.60 1.68 0.36
H 1.82 0.79 1.82
H 0.06 -0.63 0.86
H 2.39 -0.23 -1.06
H 2.41 -1.03 0.56
H 1.87 -1.76 -0.78
H -0.57 -0.67 -1.58
H -0.03 0.64 -1.63
H -1.28 -1.62 -0.03

Values from the calculation:
ΔE to the lowest compared entry with this formula, charge and spin: 130.0 kcal per mole
HOMO: -9.80 eV
SMILES: CC(C)CC(=O)C(=O)O
LUMO level: 0.011 Ha
HOMO-LUMO gap: 0.3707 Ha

=====

Record 6
DFT (the ωB97M-V functional and the def2-TZVPD basis) results for the molecule C7H8N2O.

Geometry (Å):
H -1.83 -0.50 -1.04
N -2.41 0.22 -1.48
C -1.88 1.37 -1.37
O -2.63 2.41 -1.73
C -0.79 1.82 -0.39
N 0.10 2.84 -0.94
C -0.02 0.67 0.11
C 0.59 -0.31 0.49
C 1.24 -1.43 0.96
C 1.82 -2.41 1.39
C 2.51 -3.59 1.90
H -3.57 2.12 -1.49
H -1.31 2.27 0.47
H 0.54 2.51 -1.80
H -0.43 3.68 -1.17
H 3.15 -4.02 1.12
H 3.14 -3.33 2.76
H 1.78 -4.35 2.21

Values from the calculation:
ΔE to the lowest compared entry with this formula, charge and spin: 88.2 kcal per mole
HOMO: -9.18 eV
SMILES: [H]/N=C(/O)[C@H](N)C#CC#CC
LUMO level: 0.019 Ha
HOMO-LUMO gap: 0.3560 Ha

=====

Record 7
DFT (the ωB97M-V functional and the def2-TZVPD basis) results for a cluster of 2 separate species, C3H4IOS in total.

Geometry (Å):
C -0.24 -2.12 1.43
C 0.53 0.91 -1.15
C -0.08 0.43 0.11
O -0.46 -1.89 2.55
S 0.06 -2.75 0.07
I -0.73 2.15 1.47
H 0.44 0.22 -1.94
H -0.06 1.79 -1.45
H 1.51 1.35 -0.92
H -0.98 -0.09 -0.16

Values from the calculation:
ΔE to the lowest compared entry with this formula, charge and spin: 51.4 kcal per mole
HOMO: -1.94 eV
LUMO level: 0.114 Ha
charge: -1
HOMO-LUMO gap: 0.1855 Ha

=====

Record 8
DFT (the ωB97M-V functional and the def2-TZVPD basis) results for a structure of composition C12H28MnO5PS2.

Geometry (Å):
Mn 0.09 -1.19 -0.17
C 1.17 -1.72 -3.27
O 0.09 -1.48 -2.38
C -1.15 -2.11 -2.72
C -1.26 -3.42 -1.99
O -1.12 -3.10 -0.60
C -0.68 -4.18 0.24
C 0.82 -4.20 0.26
O 1.26 -2.90 0.66
C 2.68 -2.82 0.84
H 0.91 -1.37 -4.27
H 1.42 -2.78 -3.31
H 2.02 -1.16 -2.90
H -1.23 -2.25 -3.80
H -1.94 -1.43 -2.40
H -0.48 -4.12 -2.29
H -2.23 -3.88 -2.16
H -1.08 -5.13 -0.12
H -1.08 -3.98 1.23
H 1.25 -4.45 -0.72
H 1.17 -4.95 0.98
H 3.01 -3.64 1.48
H 2.89 -1.87 1.31
H 3.19 -2.88 -0.12
C 0.90 3.92 3.29
C 0.29 2.55 3.44
C -1.22 2.56 3.49
O 0.81 1.66 2.38
P 0.31 1.46 0.91
S 1.81 0.54 -0.05
S -1.38 0.34 0.81
O 0.06 2.93 0.41
C -0.53 3.45 -0.83
C -2.01 3.66 -0.61
C -0.21 2.61 -2.04
H 0.66 4.52 4.17
H 0.52 4.43 2.41
H 1.99 3.85 3.21
H 0.68 2.07 4.34
H -1.65 3.01 2.59
H -1.54 3.15 4.35
H -1.63 1.55 3.60
H -0.03 4.42 -0.93
H -2.52 2.70 -0.47
H -2.44 4.16 -1.47
H -2.19 4.28 0.27
H -0.68 1.63 -1.98
H 0.86 2.47 -2.17
H -0.60 3.12 -2.92

Values from the calculation:
ΔE to the lowest compared entry with this formula, charge and spin: 0.0 kcal per mole
<S²>: 8.755
HOMO (alpha / beta): -11.16 / -11.76 eV
LUMO level (alpha / beta): -0.077 / -0.078 Ha
charge: +1
HOMO-LUMO gap (alpha / beta): 0.3333 / 0.3544 Ha
multiplicity: 6

=====

Record 9
DFT (the ωB97M-V functional and the def2-TZVPD basis) results for a cluster of 2 separate species, C9H14 in total.

Geometry (Å):
C 0.07 -3.10 1.00
C -0.05 -1.61 1.44
C 0.90 -0.74 0.85
C 0.97 0.65 1.09
C 0.10 1.12 2.08
C -0.82 0.26 2.73
C -0.93 -1.14 2.41
H 0.09 -3.34 -0.20
H -0.65 -3.68 1.60
H 1.08 -3.53 1.30
H 1.77 -1.19 0.25
H 1.39 1.38 0.40
H 0.17 2.21 2.49
H -1.27 0.53 3.71
H -1.72 -1.75 2.82
C 0.25 2.34 -2.56
C -0.56 1.26 -3.32
H 0.35 3.22 -3.04
H -0.18 2.47 -1.58
H 1.28 1.80 -2.39
H -1.34 0.69 -2.98
H 0.09 0.54 -3.84
H -1.00 1.62 -4.26

Values from the calculation:
ΔE to the lowest compared entry with this formula, charge and spin: 49.0 kcal per mole
HOMO: -8.94 eV
SMILES: Cc1ccccc1.CC
LUMO level: 0.036 Ha
HOMO-LUMO gap: 0.3641 Ha

=====

Record 10
DFT (the ωB97M-V functional and the def2-TZVPD basis) results for a structure of composition C25H24IN4O4OsS2.

Geometry (Å):
Os 1.25 0.48 0.45
C 2.83 -3.37 -1.56
C 1.35 -3.29 -1.36
N 0.61 -4.32 -1.66
C -0.73 -4.26 -1.48
C -1.38 -3.16 -0.99
C -2.88 -3.19 -0.89
O -3.39 -2.88 0.40
C -0.60 -2.03 -0.62
C -1.30 -0.86 -0.17
N -0.81 0.29 0.15
C -1.73 1.37 0.42
C -3.09 1.29 0.12
C -3.96 2.32 0.39
C -3.51 3.50 0.96
C -2.16 3.62 1.25
C -1.29 2.58 0.98
I 0.73 2.91 1.38
C 0.79 -2.10 -0.81
O 1.65 -1.15 -0.52
H 3.07 -4.31 -2.05
H 3.36 -3.32 -0.61
H 3.19 -2.54 -2.16
H -1.29 -5.14 -1.76
H -3.24 -4.17 -1.23
H -3.32 -2.45 -1.56
H -3.18 -3.61 1.00
H -2.37 -1.01 -0.10
H -3.50 0.40 -0.35
H -5.01 2.21 0.14
H -4.19 4.31 1.18
H -1.78 4.53 1.70
O 5.35 0.58 1.33
C 4.18 0.36 1.51
O 3.26 0.71 0.65
C 3.80 -0.34 2.82
C 4.86 -0.62 3.67
C 4.67 -1.24 4.89
C 3.40 -1.59 5.31
C 2.32 -1.32 4.50
C 2.51 -0.69 3.25
S 1.02 -0.39 2.42
H 5.85 -0.34 3.33
H 5.53 -1.45 5.52
H 3.25 -2.08 6.27
H 1.32 -1.58 4.81
C -1.19 0.55 -3.30
N -0.99 1.90 -2.83
C -2.04 2.92 -2.98
C -1.35 4.20 -2.48
N -0.10 3.68 -1.93
C 0.09 2.39 -2.22
S 1.54 1.53 -1.90
H -1.45 0.56 -4.36
H -2.01 0.08 -2.75
H -0.28 -0.02 -3.15
H -2.90 2.65 -2.37
H -2.35 2.99 -4.02
H -1.93 4.70 -1.70
H -1.16 4.91 -3.28
H 0.69 4.25 -1.68

Values from the calculation:
ΔE to the lowest compared entry with this formula, charge and spin: 0.0 kcal per mole
HOMO (alpha / beta): -10.96 / -10.95 eV
LUMO level (alpha / beta): -0.186 / -0.189 Ha
charge: +1
HOMO-LUMO gap (alpha / beta): 0.2165 / 0.2134 Ha

=====

Record 11
DFT (the ωB97M-V functional and the def2-TZVPD basis) results for a structure of composition C17H26N4O4SSn.

Geometry (Å):
Sn 0.54 0.37 -0.07
C 0.36 2.09 -2.78
C 1.44 1.02 -2.93
N 2.07 0.70 -1.63
C 3.13 1.60 -1.14
C 2.66 2.96 -0.61
S 1.24 2.86 0.55
C -0.09 3.80 -0.29
C -1.14 2.92 -0.97
N -0.53 1.76 -1.64
H -0.22 2.16 -3.71
H 0.79 3.08 -2.61
H 2.19 1.33 -3.65
H 0.99 0.10 -3.29
H 2.47 -0.27 -1.63
H 3.87 1.77 -1.92
H 3.64 1.06 -0.33
H 2.39 3.65 -1.40
H 3.47 3.41 -0.05
H 0.40 4.50 -0.96
H -0.56 4.38 0.50
H -1.71 3.53 -1.67
H -1.84 2.53 -0.23
H -1.28 1.15 -1.98
C 1.03 -1.57 3.90
C 1.25 -0.98 2.56
N 0.79 0.16 2.19
O -0.08 0.76 3.09
C 2.07 -1.68 1.55
C 2.97 -2.81 1.88
N 1.96 -1.20 0.35
O 2.66 -1.61 -0.65
H 0.08 -1.25 4.32
H 1.82 -1.24 4.58
H 1.06 -2.66 3.85
H -0.03 1.71 2.93
H 3.52 -2.62 2.80
H 3.67 -2.96 1.07
H 2.40 -3.73 2.02
O -0.69 -1.09 -1.07
C -1.64 -0.90 -0.22
O -1.45 0.07 0.62
C -2.84 -1.71 -0.18
C -3.25 -2.41 -1.32
C -4.39 -3.19 -1.26
C -5.10 -3.29 -0.07
C -4.68 -2.60 1.07
C -3.56 -1.79 1.01
H -2.67 -2.34 -2.24
H -4.72 -3.72 -2.14
H -5.98 -3.91 -0.02
H -5.24 -2.69 1.99
H -3.24 -1.23 1.88

Values from the calculation:
ΔE to the lowest compared entry with this formula, charge and spin: 6.5 kcal per mole
HOMO: -14.71 eV
LUMO level: -0.242 Ha
charge: +2
HOMO-LUMO gap: 0.2988 Ha

=====

Record 12
DFT (the ωB97M-V functional and the def2-TZVPD basis) results for the molecule C7H11N.

Geometry (Å):
C -1.75 -1.94 -3.02
C -1.46 -1.65 -1.75
C -0.17 -1.46 -1.14
C -0.08 -0.79 0.03
C 1.09 0.13 0.32
N 1.21 0.62 1.82
C 0.29 1.69 1.80
C 0.64 2.99 1.87
H -1.02 -2.09 -3.77
H -2.75 -2.23 -3.35
H -2.27 -1.48 -1.03
H 0.76 -1.75 -1.65
H -0.91 -0.64 0.68
H 0.86 1.03 -0.22
H 2.08 -0.29 0.12
H 2.18 0.88 1.87
H -0.71 1.42 1.42
H 1.65 3.15 2.21
H -0.01 3.82 1.90

Values from the calculation:
ΔE to the lowest compared entry with this formula, charge and spin: 79.6 kcal per mole
HOMO: -8.57 eV
SMILES: C=C/C=C/CNC=C
LUMO level: 0.030 Ha
HOMO-LUMO gap: 0.3452 Ha

=====

Record 13
DFT (the ωB97M-V functional and the def2-TZVPD basis) results for the molecule C5H6Cl2.

Geometry (Å):
C -1.85 -0.34 1.22
C -1.12 -0.75 0.22
C 0.24 -0.25 -0.20
Cl 1.51 -1.97 -0.73
C 0.62 0.77 -1.21
C 1.23 0.85 0.15
Cl 2.97 0.62 0.26
H -2.81 -0.82 1.36
H -1.62 0.28 2.10
H -1.30 -1.61 -0.39
H -0.07 1.46 -1.64
H 1.28 0.16 -1.96
H 0.91 1.60 0.81

Values from the calculation:
ΔE to the lowest compared entry with this formula, charge and spin: 48.8 kcal per mole
HOMO: -10.20 eV
SMILES: C=C[C@@]1(Cl)C[C@@H]1Cl
LUMO level: -0.018 Ha
HOMO-LUMO gap: 0.3570 Ha

=====

Record 14
DFT (the ωB97M-V functional and the def2-TZVPD basis) results for a cluster of 2 separate species, C4H13NOS2 in total.

Geometry (Å):
C 1.16 -0.60 -1.57
N 0.79 -0.90 -0.16
C 1.15 0.04 0.89
C 0.61 1.44 0.66
C -0.93 1.53 0.65
S -1.72 1.82 2.23
S -1.02 0.44 3.63
H 1.55 0.41 -1.65
H 0.23 -0.69 -2.13
H 1.89 -1.34 -1.87
H 1.14 -1.80 0.10
H 2.18 0.04 1.27
H 0.69 -0.45 1.75
H 0.99 2.08 1.47
H 1.01 1.72 -0.31
H -1.18 2.38 0.04
H -1.31 0.62 0.17
H -1.78 -0.54 3.14
O -2.19 -2.17 -2.89
H -1.34 -2.26 -3.34
H -1.92 -1.76 -2.05

Values from the calculation:
ΔE to the lowest compared entry with this formula, charge and spin: 28.7 kcal per mole
HOMO: -8.66 eV
SMILES: CNCCCSS.O
LUMO level: 0.019 Ha
HOMO-LUMO gap: 0.3371 Ha